Record 1
Computed, not measured: a molecular structure, C52H42BaN11 at a distorted geometry, with ωB97M-V/def2-TZVPD.

Output
orbital gap: 5.3 eV
charge: -1
energy relative to the best compared isomer or geometry (same formula, charge and spin): 24.9 kcal/mol
total energy: -2634.4388 hartree

```
106
Properties=species:S:1:pos:R:3:lowdin_charge:R:1
Ba 2.266 0.454 0.305 1.948
C -0.072 2.869 5.061 -0.081
C 1.121 2.842 4.350 -0.079
C 1.126 2.767 2.960 -0.030
C -0.091 2.667 2.321 -0.091
C -0.490 2.632 0.846 -0.378
N -1.867 2.300 0.801 0.148
C -2.246 2.926 1.904 -0.253
N -2.784 4.165 1.743 0.192
C -1.849 4.762 0.990 -0.221
C -1.844 6.188 0.780 -0.110
C -2.827 7.139 1.028 -0.022
C -2.515 8.462 0.788 -0.098
C -1.243 8.816 0.315 -0.089
C -0.261 7.871 0.094 -0.015
C -0.565 6.533 0.339 -0.101
C 0.248 5.335 0.236 -0.210
N 1.480 5.485 -0.117 0.207
C 2.529 4.754 -0.478 -0.300
N 2.624 3.395 -0.540 0.096
C 3.621 3.069 -1.375 -0.360
N 3.548 1.757 -1.879 0.037
C 2.269 1.698 -2.230 -0.389
N 1.374 0.833 -1.686 -0.221
C 0.457 1.763 -1.212 -0.398
N 0.313 1.805 0.058 -0.069
C 0.268 2.835 -2.221 -0.096
C -0.709 3.756 -2.520 -0.015
C -0.433 4.663 -3.543 -0.069
C 0.793 4.656 -4.195 -0.065
C 1.795 3.746 -3.855 0.003
C 1.503 2.829 -2.872 -0.105
C 4.356 4.234 -1.767 -0.131
C 5.460 4.457 -2.591 -0.043
C 5.866 5.758 -2.809 -0.118
C 5.179 6.836 -2.225 -0.112
C 4.074 6.632 -1.423 -0.037
C 3.653 5.324 -1.185 -0.113
N -0.633 4.237 0.566 0.179
C -1.286 2.752 3.032 -0.084
C -1.299 2.865 4.407 -0.009
H -0.042 2.914 6.142 0.102
H 2.062 2.873 4.885 0.106
H 2.056 2.827 2.402 0.094
H -3.794 6.826 1.401 0.110
H -3.252 9.234 0.971 0.093
H -1.029 9.861 0.125 0.096
H 0.723 8.152 -0.258 0.105
H -1.658 3.766 -1.997 0.115
H -1.185 5.387 -3.830 0.101
H 0.981 5.376 -4.982 0.100
H 2.761 3.772 -4.342 0.119
H 5.976 3.621 -3.050 0.106
H 6.723 5.955 -3.442 0.087
H 5.531 7.843 -2.416 0.088
H 3.535 7.464 -0.985 0.099
H -2.228 2.945 4.956 0.112
C -1.190 -3.435 -0.912 -0.214
C -0.419 -3.206 -2.230 -0.227
N -0.524 -1.873 -2.796 -0.064
C -1.866 -1.485 -3.230 -0.223
C -2.365 -0.179 -2.592 -0.217
N -2.142 -0.164 -1.167 -0.066
C -2.944 -1.044 -0.342 -0.208
C -2.064 -1.778 0.693 -0.218
N -0.915 -2.379 0.044 -0.056
H -2.260 -3.467 -1.131 0.093
H -0.923 -4.426 -0.518 0.109
H 0.642 -3.399 -2.044 0.104
H -0.768 -3.930 -2.975 0.106
H -0.196 -1.215 -2.093 0.062
H -1.876 -1.343 -4.318 0.101
H -2.575 -2.293 -3.016 0.096
H -1.787 0.647 -3.015 0.105
H -3.419 -0.033 -2.886 0.109
H -2.154 0.769 -0.779 0.061
H -3.739 -0.501 0.185 0.112
H -3.435 -1.780 -0.983 0.095
H -1.699 -1.053 1.424 0.103
H -2.691 -2.516 1.225 0.110
H -0.172 -2.620 0.687 0.063
C 2.137 -6.890 3.760 -0.120
C 2.274 -5.712 4.482 -0.095
C 2.336 -4.489 3.834 -0.033
C 2.253 -4.407 2.439 -0.221
C 2.139 -5.607 1.729 -0.061
C 2.077 -6.832 2.375 -0.109
C 2.331 -3.138 1.669 -0.178
C 1.988 -1.883 2.019 -0.274
C 1.291 -1.613 3.277 -0.327
C 0.015 -2.140 3.548 -0.067
C -0.628 -1.895 4.748 -0.094
C -0.011 -1.139 5.737 -0.121
C 1.237 -0.589 5.481 -0.119
C 1.862 -0.795 4.262 -0.085
H 2.099 -7.843 4.273 0.089
H 2.335 -5.745 5.563 0.096
H 2.467 -3.585 4.410 0.107
H 2.089 -5.569 0.646 0.102
H 1.981 -7.743 1.797 0.093
H 2.732 -3.306 0.666 0.070
H -0.464 -2.770 2.808 0.098
H -1.611 -2.318 4.922 0.097
H -0.496 -0.977 6.692 0.088
H 1.719 0.016 6.240 0.094
H 2.825 -0.335 4.063 0.102
```

Record 2
Computed, not measured: a molecular structure, C52H43N5O2P2Pt at a distorted geometry, with ωB97M-V/def2-TZVPD.

Output
orbital gap (alpha / beta): 5.0 / 5.0 eV
energy relative to the best compared isomer or geometry (same formula, charge and spin): 52.0 kcal/mol
total energy: -3233.5196 hartree

```
105
Properties=species:S:1:pos:R:3:lowdin_charge:R:1
Pt 1.234 -0.431 -0.165 1.184
C 2.896 -3.211 -0.082 -0.240
P 1.122 -2.803 0.169 1.045
C 0.727 -3.492 1.786 -0.345
C -0.596 -3.801 2.099 -0.099
C -0.917 -4.279 3.362 -0.069
C 0.078 -4.439 4.316 -0.070
C 1.391 -4.094 4.018 -0.063
C 1.717 -3.608 2.761 -0.064
C 0.235 -3.831 -1.025 -0.335
C -0.185 -3.239 -2.214 -0.093
C -0.858 -3.988 -3.170 -0.057
C -1.138 -5.325 -2.927 -0.072
C -0.736 -5.917 -1.735 -0.072
C -0.046 -5.178 -0.785 -0.079
C 3.716 -2.025 0.293 -0.399
C 5.014 -1.877 0.727 -0.054
C 5.247 -0.474 0.847 -0.049
C 4.081 0.161 0.477 -0.379
C 3.713 1.598 0.328 -0.267
P 1.970 1.863 0.902 1.050
C 1.516 3.418 0.085 -0.373
C 2.443 4.358 -0.358 -0.088
C 2.018 5.496 -1.033 -0.072
C 0.666 5.704 -1.268 -0.075
C -0.266 4.774 -0.826 -0.076
C 0.158 3.634 -0.157 -0.086
C 2.265 2.274 2.649 -0.335
C 2.462 3.578 3.101 -0.079
C 2.738 3.811 4.441 -0.083
C 2.816 2.751 5.336 -0.087
C 2.611 1.452 4.892 -0.073
C 2.328 1.210 3.553 -0.082
N 3.160 -0.788 0.149 -0.150
H 3.002 -3.450 -1.144 0.085
H 3.171 -4.101 0.482 0.097
H -1.374 -3.679 1.354 0.119
H -1.945 -4.523 3.600 0.112
H -0.173 -4.812 5.301 0.106
H 2.165 -4.204 4.767 0.107
H 2.738 -3.315 2.542 0.107
H 0.016 -2.190 -2.388 0.066
H -1.168 -3.524 -4.097 0.112
H -1.673 -5.910 -3.665 0.106
H -0.957 -6.959 -1.541 0.106
H 0.262 -5.643 0.142 0.110
H 5.720 -2.673 0.918 0.096
H 6.167 0.005 1.149 0.096
H 3.711 1.870 -0.731 0.081
H 4.408 2.238 0.869 0.096
H 3.501 4.210 -0.177 0.105
H 2.745 6.221 -1.375 0.106
H 0.339 6.587 -1.804 0.105
H -1.321 4.938 -1.007 0.070
H -0.563 2.895 0.180 0.096
H 2.398 4.410 2.410 0.098
H 2.898 4.825 4.788 0.103
H 3.030 2.941 6.381 0.102
H 2.667 0.625 5.589 0.104
H 2.137 0.203 3.204 0.085
C -3.667 4.837 -2.338 -0.089
O -4.848 4.066 -2.457 -0.076
C -5.102 3.158 -1.478 -0.289
C -6.186 2.316 -1.686 -0.001
C -6.484 1.320 -0.774 -0.028
C -5.675 1.104 0.342 -0.297
C -4.650 2.017 0.593 -0.022
C -4.361 3.036 -0.307 -0.010
N -5.926 -0.081 1.092 0.050
N -5.122 -0.537 1.951 0.058
C -3.741 -0.737 1.798 -0.244
C -3.056 -0.952 2.980 -0.019
C -1.667 -0.947 3.064 -0.018
C -0.868 -0.717 1.949 -0.399
O 0.414 -0.703 1.998 -0.222
C -1.571 -0.516 0.687 -0.140
N -0.812 -0.205 -0.404 -0.065
C -1.374 -0.050 -1.585 -0.113
C -2.723 -0.362 -1.795 -0.017
C -3.503 -0.691 -0.725 0.011
C -2.964 -0.653 0.585 -0.092
H -3.598 5.426 -3.248 0.097
H -2.783 4.199 -2.252 0.077
H -3.713 5.513 -1.479 0.096
H -6.777 2.451 -2.584 0.121
H -7.318 0.647 -0.935 0.113
H -4.065 1.920 1.498 0.119
H -3.554 3.725 -0.088 0.099
H -3.662 -1.071 3.873 0.116
H -1.166 -1.097 4.013 0.121
H -0.731 0.309 -2.380 0.101
H -3.131 -0.328 -2.796 0.118
H -4.533 -0.975 -0.876 0.120
N 1.603 0.525 -1.829 -0.129
C 1.795 0.000 -3.063 -0.444
C 1.548 0.823 -4.193 -0.071
C 1.685 0.330 -5.479 -0.119
C 2.091 -0.983 -5.711 -0.138
C 2.381 -1.787 -4.619 -0.113
C 2.238 -1.317 -3.321 -0.088
H 1.231 1.846 -4.014 0.097
H 1.464 0.978 -6.321 0.095
H 2.182 -1.364 -6.720 0.086
H 2.737 -2.799 -4.782 0.099
H 2.485 -1.942 -2.474 0.060
```

Q: The lowest energy relative to the best compared isomer or geometry (same formula, charge and spin) belongs to which entry?
A: C52H42BaN11